Record 1
The following is a quantum chemistry calculation of a 2-piece molecular cluster, C4H8N4O overall in a non-equilibrium geometry, from OMol25.

```
17
Properties=species:S:1:pos:R:3:lowdin_charge:R:1
C -2.92 -0.44 -1.08 -0.007
C -1.64 0.33 -0.93 -0.438
O -1.33 1.28 -1.60 0.097
C -0.74 -0.22 0.09 -0.207
N -0.50 -0.93 1.01 0.166
H -3.45 -0.46 -0.12 0.093
H -2.70 -1.48 -1.34 0.095
H -3.55 0.00 -1.85 0.088
N 2.81 -0.95 0.32 0.121
C 1.96 -0.09 0.68 -0.591
N 1.17 0.76 -0.25 0.073
N 1.98 0.42 1.97 0.104
H 2.83 -1.14 -0.68 0.040
H 1.01 1.72 0.05 0.098
H 1.45 0.72 -1.22 0.099
H 2.56 -0.14 2.58 0.094
H 1.07 0.60 2.36 0.074
```

## Properties
* energy relative to the best compared isomer or geometry (same formula, charge and spin): 207.58 kJ/mol
* largest force on an atom: 3.36 eV/A
* energy: -451.4392 a.u.
* gap between HOMO and LUMO: 9.23 eV



Record 2
The following is a quantum chemistry calculation of an isolated ion of composition C5H13N2S and charge +1 in a non-equilibrium geometry, from OMol25.

```
21
Properties=species:S:1:pos:R:3:lowdin_charge:R:1
C -3.00 0.10 -1.69 -0.011
C -1.75 0.34 -0.98 -0.153
N -1.11 -0.33 -0.11 0.062
C 0.56 0.20 0.39 -0.789
C 0.13 0.60 1.81 -0.054
N 0.99 1.04 -0.49 0.103
S 1.26 -1.44 0.21 0.890
C 3.14 -1.42 0.63 -0.255
H -3.66 0.84 -1.35 0.080
H -3.38 -0.87 -1.51 0.078
H -2.75 0.31 -2.84 0.161
H -1.16 1.30 -1.13 0.148
H -1.40 -1.28 -0.01 0.122
H -0.88 0.27 2.18 0.115
H 0.02 1.67 1.87 0.072
H 0.88 0.54 2.60 0.092
H 0.72 1.94 -0.35 0.081
H 1.26 0.66 -1.42 0.156
H 3.17 -2.01 1.63 0.074
H 3.50 -0.37 0.64 0.056
H 3.48 -2.05 -0.09 -0.027
```

## Properties
* energy relative to the best compared isomer or geometry (same formula, charge and spin): 185.19 kJ/mol
* largest force on an atom: 4.79 eV/A
* energy: -705.6954 a.u.
* gap between HOMO and LUMO: 9.38 eV
* total charge: +1



Record 3
The following is a quantum chemistry calculation of C44H99N5O7 as an isolated structure in a non-equilibrium geometry, from OMol25.

```
155
Properties=species:S:1:pos:R:3:lowdin_charge:R:1
C 0.76 2.49 -7.12 -0.046
C 0.10 3.20 -5.95 -0.490
C 0.79 2.91 -4.63 -0.121
O 0.78 1.44 -4.51 -0.186
C 1.65 0.96 -3.55 -0.204
N 0.05 4.56 -6.19 0.023
H 1.64 2.91 -7.62 0.081
H 0.02 2.36 -7.91 0.083
H 1.11 1.49 -6.88 0.048
H -0.98 3.06 -5.93 0.144
H 0.19 3.50 -3.93 0.103
H 1.82 3.23 -4.67 0.134
H 1.52 -0.12 -3.47 0.051
H 1.52 1.40 -2.57 -0.015
H 2.66 1.04 -3.97 0.121
H -0.17 5.08 -5.35 0.079
H 0.94 4.82 -6.59 0.077
C 0.04 -1.00 -6.59 -0.019
C -0.71 -1.82 -5.50 -0.486
C -0.19 -1.22 -4.15 -0.112
C -0.82 -1.74 -2.86 -0.246
C -2.26 -1.42 -2.99 -0.123
C -2.97 -2.00 -4.27 -0.421
N -2.14 -1.64 -5.49 -0.099
O -2.81 -2.05 -6.64 -0.011
C -3.19 -3.48 -3.96 -0.055
C -4.39 -1.40 -4.44 -0.043
C -0.34 -3.28 -5.64 -0.026
H -0.24 -1.42 -7.56 0.080
H 1.12 -0.90 -6.47 0.091
H -0.30 0.04 -6.65 0.058
H 0.87 -1.42 -3.98 0.108
H -0.41 -0.16 -4.09 0.115
H -0.53 -1.15 -1.99 -0.015
H -0.67 -2.79 -2.63 0.106
H -2.33 -0.33 -3.00 0.116
H -2.70 -1.80 -2.07 0.134
H -3.45 -4.08 -4.83 0.087
H -2.29 -3.90 -3.51 0.062
H -4.00 -3.86 -3.34 0.084
H -5.15 -1.67 -3.71 0.079
H -4.42 -0.32 -4.54 0.076
H -4.87 -1.71 -5.37 0.070
H 0.74 -3.40 -5.61 0.087
H -0.76 -3.76 -6.53 0.089
H -0.64 -3.85 -4.77 0.065
H -2.73 -1.24 -7.14 0.105
C -2.35 3.68 3.70 -0.004
C -2.95 3.29 2.29 -0.430
C -3.86 4.47 1.93 -0.136
C -4.27 4.46 0.41 -0.166
C -3.05 4.41 -0.51 -0.149
C -2.21 3.16 -0.23 -0.409
N -1.93 3.08 1.28 -0.062
O -0.96 2.20 1.59 -0.118
C -2.96 1.93 -0.80 -0.023
C -0.88 3.35 -1.00 -0.019
C -3.92 1.97 2.34 0.012
H -1.68 2.89 4.05 0.031
H -3.22 3.82 4.34 0.087
H -1.67 4.54 3.73 0.088
H -4.81 4.37 2.45 0.109
H -3.58 5.49 2.21 0.116
H -4.79 5.40 0.21 0.107
H -4.92 3.64 0.10 0.095
H -2.49 5.35 -0.54 0.122
H -3.51 4.20 -1.48 0.118
H -2.66 1.89 -1.85 0.081
H -2.69 1.05 -0.22 0.065
H -4.05 1.92 -0.76 0.073
H -0.12 2.61 -0.73 0.047
H -0.96 3.42 -2.09 0.079
H -0.37 4.27 -0.70 0.093
H -3.35 1.08 2.59 0.067
H -4.43 1.77 1.39 0.058
H -4.66 2.05 3.14 0.073
H -0.15 2.71 1.65 0.154
C 0.91 0.74 -1.46 -0.073
C 0.68 -0.07 -0.11 -0.286
C -0.08 -1.38 -0.43 -0.150
C 0.87 -2.46 -0.95 -0.134
C 1.99 -2.72 0.09 -0.110
C 2.90 -1.51 0.35 -0.398
N 1.99 -0.35 0.64 -0.100
O 2.60 0.88 1.04 -0.002
C 3.60 -1.91 1.71 -0.078
C 3.91 -1.25 -0.83 0.014
C -0.27 0.66 0.91 -0.078
H 1.07 0.04 -2.28 0.030
H 1.63 1.55 -1.52 0.119
H -0.10 1.05 -1.73 0.110
H -0.70 -1.78 0.36 0.110
H -0.77 -1.05 -1.20 0.045
H 1.23 -2.11 -1.92 0.105
H 0.35 -3.35 -1.30 0.114
H 2.59 -3.53 -0.35 0.127
H 1.59 -3.13 1.01 0.079
H 3.08 -2.43 2.51 0.053
H 4.48 -2.51 1.48 0.082
H 3.98 -1.09 2.32 0.019
H 4.41 -2.21 -0.95 0.084
H 3.28 -0.99 -1.68 0.063
H 4.50 -0.33 -0.75 0.079
H -0.36 0.24 1.91 -0.010
H -1.29 0.61 0.53 0.099
H -0.04 1.72 1.03 -0.002
H 2.38 0.85 1.98 0.076
C -0.09 -2.53 5.31 -0.003
C 1.10 -1.70 4.79 -0.436
C 0.75 -1.17 3.35 -0.074
C -0.31 -0.02 3.56 -0.121
C 0.18 1.11 4.47 -0.140
C 0.55 0.60 5.79 -0.503
N 1.36 -0.56 5.70 -0.147
O 1.81 -1.01 6.90 0.000
C 1.41 1.71 6.45 -0.029
C -0.81 0.43 6.66 -0.001
C 2.42 -2.47 4.66 -0.012
H -1.11 -2.17 5.45 0.080
H -0.24 -3.48 4.80 0.058
H 0.28 -2.73 6.32 0.086
H 1.72 -0.95 2.91 0.091
H 0.41 -2.00 2.73 0.047
H -0.49 0.51 2.62 -0.003
H -1.30 -0.45 3.73 0.134
H -0.48 1.98 4.59 0.086
H 1.01 1.55 3.91 0.128
H 2.42 1.58 6.07 0.087
H 1.50 1.68 7.54 0.076
H 1.08 2.74 6.33 0.084
H -1.31 1.38 6.82 0.070
H -0.48 0.18 7.66 0.070
H -1.62 -0.24 6.36 0.062
H 3.24 -1.82 4.33 0.068
H 2.67 -2.97 5.59 0.093
H 2.21 -3.22 3.90 0.060
H 2.72 -0.72 6.90 0.112
C 5.69 -1.21 2.82 -0.144
C 5.96 0.18 2.28 -0.243
O 6.27 1.18 3.31 -0.089
H 5.39 -1.84 1.98 0.029
H 4.80 -1.15 3.44 0.056
H 6.47 -1.74 3.36 0.096
H 5.13 0.39 1.61 0.095
H 6.88 0.13 1.69 0.111
H 7.12 1.02 3.73 0.070
C -0.59 -3.40 1.91 -0.099
C -0.03 -4.59 2.62 -0.336
O -0.88 -5.21 3.53 -0.054
H -0.60 -2.65 2.70 0.048
H -1.54 -3.67 1.45 0.113
H 0.08 -3.10 1.10 0.027
H 0.91 -4.35 3.12 0.095
H 0.15 -5.26 1.78 0.121
H -0.67 -6.15 3.60 0.095
```

## Properties
* largest force on an atom: 12.47 eV/A
* energy: -2535.1771 a.u.
* gap between HOMO and LUMO: 7.81 eV



Record 4
The following is a quantum chemistry calculation of a 2-piece molecular cluster, C5H8Cl3NO overall in a non-equilibrium geometry, from OMol25.

```
18
Properties=species:S:1:pos:R:3:lowdin_charge:R:1
O 1.35 -0.67 1.10 -0.017
C 1.05 -0.23 -0.20 -0.391
C 1.57 1.10 -0.65 -0.131
C 1.47 2.24 0.07 -0.616
Cl 2.30 3.68 -0.20 0.653
C -0.50 -0.21 -0.34 -0.225
N -1.06 0.74 0.50 -0.057
C -1.93 0.45 1.32 -0.618
Cl -2.70 1.67 2.33 0.591
H 0.70 -0.29 1.75 0.110
H 1.36 -0.97 -1.03 0.164
H 2.09 1.09 -1.66 0.131
H 1.06 2.28 1.05 0.042
H -0.90 0.28 -1.32 0.144
H -0.99 -1.21 -0.26 0.133
H -2.47 -0.46 1.58 0.083
Cl -4.21 0.83 -2.08 0.290
H -3.09 0.38 -1.62 -0.287
```

## Properties
* energy relative to the best compared isomer or geometry (same formula, charge and spin): 0.00 kJ/mol
* largest force on an atom: 2.95 eV/A
* energy: -1705.8144 a.u.
* gap between HOMO and LUMO: 9.86 eV



Record 5
The following is a quantum chemistry calculation of an isolated ion of composition C5H11NOS and charge +1 in a non-equilibrium geometry, from OMol25.

```
19
Properties=species:S:1:pos:R:3:lowdin_charge:R:1
O 1.76 -2.82 -0.35 0.077
C 0.80 -2.12 -0.11 -0.521
N 0.29 -1.35 -1.16 0.064
C -0.58 -0.20 -0.96 -0.206
C 0.14 1.14 -0.87 -0.224
C -0.08 1.91 0.47 -0.405
S -1.55 2.95 0.23 1.180
C 0.18 -2.06 1.25 0.010
H 0.97 -1.21 -1.89 0.140
H -1.25 -0.20 -1.83 0.127
H -1.30 -0.41 -0.16 0.106
H 1.22 1.01 -1.02 0.134
H -0.04 1.83 -1.70 0.104
H -0.45 1.17 1.20 0.097
H 0.75 2.46 0.90 0.104
H -1.26 3.87 1.15 -0.050
H 0.34 -2.99 1.78 0.097
H 0.87 -1.35 1.74 0.102
H -0.81 -1.63 1.31 0.063
```

## Properties
* energy relative to the best compared isomer or geometry (same formula, charge and spin): 98.21 kJ/mol
* largest force on an atom: 1.84 eV/A
* energy: -724.9410 a.u.
* gap between HOMO and LUMO (spin up / spin down): 8.34 / 3.25 eV
* total charge: +1
* 2S+1: 2



Record 6
The following is a quantum chemistry calculation of CH4N2O in the gas phase in a non-equilibrium geometry, from OMol25.

```
8
Properties=species:S:1:pos:R:3:lowdin_charge:R:1
C -1.75 -0.05 0.03 -0.058
N 0.72 -0.63 0.10 -0.026
N 1.77 0.21 0.21 -0.009
O -0.45 0.21 0.12 -0.182
H -2.29 -1.05 -0.04 0.072
H -2.48 0.70 -0.27 0.046
H 1.91 0.96 -0.46 0.093
H 2.57 -0.35 0.30 0.064
```

## Properties
* energy relative to the best compared isomer or geometry (same formula, charge and spin): 636.21 kJ/mol
* largest force on an atom: 2.65 eV/A
* energy: -225.0497 a.u.
* gap between HOMO and LUMO (spin up / spin down): 8.12 / 9.17 eV



Record 7
The following is a quantum chemistry calculation of C5H9O2Sr as an isolated structure in a non-equilibrium geometry, from OMol25.

```
17
Properties=species:S:1:pos:R:3:lowdin_charge:R:1
C 1.80 2.04 -0.64 -0.049
O 0.78 1.13 -0.23 -0.467
C 0.57 1.10 1.18 -0.212
C -0.35 0.06 1.63 -0.015
O -0.92 -0.44 0.58 -0.345
C -1.51 -1.81 0.35 -0.217
C -1.34 -2.03 -1.13 -0.452
Sr -0.43 -0.14 -1.59 1.755
H 1.94 1.90 -1.72 0.093
H 1.48 3.07 -0.45 0.112
H 2.73 1.81 -0.11 0.114
H 0.35 2.09 1.60 0.153
H -2.54 -1.72 0.70 0.127
H -0.94 -2.48 1.01 0.128
H -2.30 -2.17 -1.64 0.044
H -0.69 -2.89 -1.35 0.044
H 1.37 0.48 1.82 0.188
```

## Properties
* largest force on an atom: 5.72 eV/A
* energy: -376.6804 a.u.
* gap between HOMO and LUMO: 7.65 eV
* total charge: +1



Record 8
The following is a quantum chemistry calculation of a 2-piece molecular cluster, CH4FNS2 overall in a non-equilibrium geometry, from OMol25.

```
9
Properties=species:S:1:pos:R:3:lowdin_charge:R:1
C 0.28 0.58 0.72 -0.211
N -0.77 0.58 -0.30 -1.177
S -1.36 1.99 -0.93 0.653
S -1.37 -0.89 -0.65 0.708
H 1.23 0.25 0.17 0.116
H 0.42 1.64 1.18 0.102
H -0.11 -0.06 1.51 0.074
F 1.28 -2.33 -0.81 -0.218
H 0.42 -1.77 -0.88 -0.045
```

## Properties
* energy relative to the best compared isomer or geometry (same formula, charge and spin): 85.89 kJ/mol
* largest force on an atom: 2.84 eV/A
* energy: -991.4158 a.u.
* gap between HOMO and LUMO (spin up / spin down): 7.02 / 7.07 eV



Record 9
The following is a quantum chemistry calculation of C2F2NO3S as an isolated structure in a non-equilibrium geometry, from OMol25.

```
9
Properties=species:S:1:pos:R:3:lowdin_charge:R:1
C 0.78 -0.53 1.69 -1.039
C -0.96 0.18 -1.34 -0.399
N 0.14 0.38 -0.68 -0.340
O 0.02 0.31 2.00 0.026
O 0.56 -0.67 -0.08 -0.150
O 0.85 1.42 -0.63 -0.039
F -1.51 1.14 -2.09 0.111
F -1.78 -0.69 -0.90 0.171
S 1.91 -1.53 2.03 0.657
```

## Properties
* energy relative to the best compared isomer or geometry (same formula, charge and spin): 366.87 kJ/mol
* largest force on an atom: 3.71 eV/A
* energy: -954.5321 a.u.
* gap between HOMO and LUMO: 7.71 eV
* total charge: -1



Record 10
The following is a quantum chemistry calculation of C25H24F3IrN5OS2 as an isolated structure in a non-equilibrium geometry, from OMol25.

```
61
Properties=species:S:1:pos:R:3:lowdin_charge:R:1
Ir -0.22 0.15 -0.22 0.989
O -1.75 1.40 0.34 -0.355
N -2.81 1.55 -0.48 -0.178
C -3.78 2.36 -0.02 -0.008
C -4.90 2.60 -0.76 -0.042
C -5.05 1.97 -2.00 -0.049
C -4.05 1.14 -2.44 -0.076
C -2.89 0.93 -1.68 -0.625
S -1.60 -0.07 -2.23 0.618
H -3.60 2.78 0.96 0.143
H -5.66 3.27 -0.38 0.115
H -5.93 2.14 -2.60 0.117
H -4.12 0.63 -3.39 0.110
C 2.63 -2.42 -2.16 -0.043
C 3.67 -2.48 -1.24 -0.038
C 3.55 -1.78 -0.05 0.009
C 2.40 -1.03 0.20 -0.198
N 1.40 -0.99 -0.70 -0.084
C 1.52 -1.67 -1.85 -0.110
C 2.15 -0.24 1.41 -0.202
C 3.01 -0.17 2.50 -0.030
C 2.67 0.59 3.61 -0.082
C 1.46 1.27 3.63 -0.074
C 0.60 1.21 2.54 -0.120
C 0.93 0.44 1.42 -0.317
H 2.69 -2.94 -3.10 0.114
H 4.55 -3.07 -1.44 0.118
H 4.33 -1.81 0.69 0.113
H 0.69 -1.60 -2.54 0.083
H 3.96 -0.70 2.49 0.105
H 3.35 0.65 4.45 0.105
H 1.18 1.86 4.50 0.107
H -0.34 1.76 2.56 0.100
C -1.24 -4.52 3.47 -0.047
N -1.11 -3.34 2.61 -0.012
C -1.66 -3.09 1.42 -0.736
S -1.79 -1.44 0.91 0.685
N -2.13 -4.02 0.60 -0.015
C -2.47 -5.42 0.85 -0.046
H -0.75 -4.29 4.41 0.095
H -0.75 -5.39 3.03 0.082
H -2.28 -4.75 3.67 0.090
H -0.78 -2.50 3.05 0.119
H -2.47 -3.63 -0.26 0.116
H -3.16 -5.53 1.68 0.087
H -1.58 -6.02 1.03 0.086
H -2.96 -5.80 -0.05 0.095
F 3.35 6.02 -1.95 0.156
C 2.67 5.29 -2.84 -0.591
F 3.53 4.89 -3.79 0.160
F 1.77 6.08 -3.43 0.161
C 2.00 4.09 -2.20 -0.088
C 2.09 3.86 -0.85 0.047
C 1.46 2.74 -0.33 -0.056
N 0.77 1.88 -1.09 -0.040
C 0.69 2.12 -2.41 -0.111
C 1.29 3.21 -3.00 0.037
H 2.63 4.53 -0.20 0.132
H 1.51 2.52 0.73 0.102
H 0.13 1.41 -2.99 0.036
H 1.20 3.37 -4.07 0.137
```

## Properties
* energy relative to the best compared isomer or geometry (same formula, charge and spin): 118.78 kJ/mol
* largest force on an atom: 1.06 eV/A
* energy: -2516.2561 a.u.
* gap between HOMO and LUMO: 7.73 eV
* total charge: +1



Record 11
The following is a quantum chemistry calculation of C5H9NO as an isolated structure, from OMol25.

```
16
Properties=species:S:1:pos:R:3:lowdin_charge:R:1
C -1.35 -0.15 1.22 -0.053
C -1.26 0.14 -0.26 -0.329
N -0.81 1.47 -0.67 0.058
C 0.03 0.32 -0.97 -0.327
C 1.36 0.25 -0.22 -0.192
C 1.67 -1.40 -0.23 -0.131
O 2.09 -2.45 0.18 -0.001
H -0.63 0.46 1.78 0.075
H -2.35 0.08 1.60 0.076
H -1.14 -1.20 1.42 0.081
H -2.05 -0.32 -0.86 0.137
H -1.30 1.80 -1.50 0.097
H 0.10 -0.07 -1.99 0.141
H 1.25 0.94 0.64 0.097
H 2.17 0.63 -0.85 0.123
H 2.21 -0.50 0.70 0.147
```

## Properties
* energy relative to the best compared isomer or geometry (same formula, charge and spin): 697.00 kJ/mol
* largest force on an atom: 0.89 eV/A
* energy: -325.6721 a.u.
* gap between HOMO and LUMO: 7.98 eV



Record 12
The following is a quantum chemistry calculation of C3HN in the gas phase in a non-equilibrium geometry, from OMol25.

```
5
Properties=species:S:1:pos:R:3:lowdin_charge:R:1
C 0.44 0.34 1.14 0.156
C 0.26 -0.07 0.02 -0.120
C -0.42 -0.15 -1.19 -0.247
N -1.25 0.06 -1.98 0.164
H 0.62 0.69 2.13 0.048
```

## Properties
* energy relative to the best compared isomer or geometry (same formula, charge and spin): 27.03 kJ/mol
* largest force on an atom: 1.30 eV/A
* energy: -169.5714 a.u.
* gap between HOMO and LUMO: 11.59 eV